Run i
Formula: C3H5FOS
Source: the OMol25 dataset
Level of theory: the ωB97M-V functional and the def2-TZVPD basis

Last column: Löwdin charge in e.
Atoms and positions in Å:
C: -1.27 0.46 -1.39  0.05
C: -1.02 0.60 -0.11  -0.45
C: 1.19 -0.92 1.04  -0.17
O: 1.41 1.08 -0.55  -0.56
F: -2.06 0.63 0.97  -0.10
S: 0.57 0.91 0.63  0.93
H: -0.52 0.54 -2.18  0.08
H: -2.31 0.38 -1.79  0.10
H: 0.29 -1.54 1.31  0.06
H: 1.89 -0.84 1.82  0.01
H: 1.84 -1.30 0.24  0.05

Lowest unoccupied orbital energy   0.45 eV
Kohn-Sham gap   0.362 hartree

---

Run ii
Formula: C3H5FOS
Source: the OMol25 dataset
Level of theory: the ωB97M-V functional and the def2-TZVPD basis

Last column: Löwdin charge in e.
Atoms and positions in Å:
C: -0.43 2.16 0.12  0.09
C: -0.49 0.56 0.39  -0.49
C: 0.32 -1.84 -0.30  -0.26
O: 2.12 0.06 0.05  -0.51
F: -1.67 0.18 0.64  0.04
S: 0.96 -0.48 0.76  0.87
H: 0.49 2.78 0.09  0.03
H: -1.40 2.74 0.05  0.04
H: 0.17 -1.34 -1.25  0.04
H: -0.82 -2.00 -0.12  0.08
H: 0.76 -2.83 -0.43  0.06

Lowest unoccupied orbital energy (alpha / beta)   0.07 / 0.07 eV
Kohn-Sham gap (alpha / beta)   0.327 / 0.327 hartree

---

The most stable arrangement is run i, and the next structure is 35.6 kcal/mol less stable.

---

Run i
Formula: C4H7FO
Source: the OMol25 dataset
Level of theory: the ωB97M-V functional and the def2-TZVPD basis

Last column: Löwdin charge in e.
Atoms and positions in Å:
C: 0.83 1.20 1.03  -0.02
C: 1.62 0.44 0.00  -0.34
F: 1.91 1.12 -1.14  0.04
C: 1.88 -0.83 0.10  -0.11
O: 2.14 -1.95 0.30  0.19
H: 1.25 2.20 1.13  0.08
H: 0.88 0.69 1.99  0.09
H: -0.22 1.29 0.73  0.07
C: -2.06 -0.83 -0.83  -0.04
H: -1.31 -0.21 -1.29  0.01
H: -2.06 -1.80 -1.31  0.02
H: -1.83 -0.95 0.22  0.01
H: -3.03 -0.37 -0.94  0.02

Lowest unoccupied orbital energy   0.37 eV
Kohn-Sham gap   0.340 hartree
SMILES   CC(F)=C=O.C

---

Run ii
Formula: C4H7FO
Source: the OMol25 dataset
Level of theory: the ωB97M-V functional and the def2-TZVPD basis

Last column: Löwdin charge in e.
Atoms and positions in Å:
C: 0.67 1.64 -0.14  0.05
C: 0.05 0.49 0.10  -0.26
C: -1.48 0.39 0.22  -0.25
O: -1.97 -0.84 -0.17  -0.04
C: 0.80 -0.84 0.06  -0.19
F: 2.15 -0.64 -0.03  -0.04
H: 1.74 1.63 -0.09  0.06
H: 0.05 2.54 -0.25  0.07
H: -1.99 1.21 -0.30  0.12
H: -1.73 0.58 1.23  0.11
H: -2.83 -0.64 -0.49  0.08
H: 0.33 -1.37 -0.83  0.14
H: 0.60 -1.50 0.96  0.14

Lowest unoccupied orbital energy   0.72 eV
Kohn-Sham gap   0.376 hartree
SMILES   C=C(CO)CF

---

Run iii
Formula: C4H7FO
Source: the OMol25 dataset
Level of theory: the ωB97M-V functional and the def2-TZVPD basis

Last column: Löwdin charge in e.
Atoms and positions in Å:
C: -1.48 1.28 -0.05  0.04
C: -0.58 0.46 0.46  -0.11
C: 1.33 -1.14 0.28  -0.03
C: 0.66 0.04 -0.31  -0.46
O: 0.73 0.26 -1.61  0.09
F: 1.59 1.41 0.43  -0.27
H: -2.37 1.52 0.46  0.04
H: -1.35 1.97 -0.91  0.09
H: -0.56 0.14 1.51  0.12
H: 0.74 -2.13 0.27  0.12
H: 2.30 -1.35 -0.19  0.09
H: 1.48 -0.91 1.43  0.13
H: 0.30 1.18 -1.70  0.15

Lowest unoccupied orbital energy   0.58 eV
Kohn-Sham gap   0.393 hartree

---

Run iv
Formula: C4H7FO
Source: the OMol25 dataset
Level of theory: the ωB97M-V functional and the def2-TZVPD basis

Last column: Löwdin charge in e.
Atoms and positions in Å:
C: 0.77 1.60 -0.05  0.05
C: 0.03 0.40 0.16  -0.30
C: -1.45 0.48 0.16  -0.31
O: -1.92 -0.79 -0.21  -0.13
C: 0.72 -0.96 0.18  -0.12
F: 2.08 -0.62 -0.16  -0.08
H: 1.87 1.75 -0.01  0.05
H: 0.15 2.59 -0.48  0.11
H: -1.94 1.35 -0.62  0.18
H: -1.71 0.73 1.34  0.16
H: -2.93 -0.57 -0.34  0.15
H: 0.11 -1.70 -0.49  0.16
H: 0.62 -1.33 1.10  0.07

Lowest unoccupied orbital energy   0.61 eV
Kohn-Sham gap   0.352 hartree
SMILES   C=C(CO)CF

---

The most stable arrangement is run ii, and the next structure is 7.2 kcal/mol less stable.

---

Run i
Formula: C4H6
Source: the OMol25 dataset
Level of theory: the ωB97M-V functional and the def2-TZVPD basis

Last column: Löwdin charge in e.
Atoms and positions in Å:
C: 0.79 -1.26 1.10  -0.14
C: 0.69 0.02 0.37  -0.05
C: -0.27 0.62 -0.26  -0.29
C: -0.99 1.05 -1.37  -0.01
H: 1.82 -1.65 1.10  0.06
H: 0.11 -2.06 0.76  0.07
H: 0.54 -1.05 2.15  0.08
H: -1.75 1.81 -1.27  0.05
H: -0.72 0.74 -2.38  0.06
H: -0.22 1.79 -0.21  0.16

Lowest unoccupied orbital energy   0.31 eV
Kohn-Sham gap   0.288 hartree

---

Run ii
Formula: C4H6
Source: the OMol25 dataset
Level of theory: the ωB97M-V functional and the def2-TZVPD basis

Last column: Löwdin charge in e.
Atoms and positions in Å:
C: -1.81 -0.47 -0.13  0.00
C: -1.54 0.69 -0.10  0.00
H: -2.11 -1.40 0.12  0.05
H: -1.06 1.63 -0.34  0.09
C: 1.65 -0.03 -0.24  -0.05
C: 0.50 -0.12 0.38  -0.17
H: 1.77 -0.41 -1.26  0.05
H: 2.52 0.42 0.21  0.04
H: -0.36 -0.53 -0.08  -0.10
H: 0.43 0.22 1.45  0.10

Lowest unoccupied orbital energy   1.15 eV
Kohn-Sham gap   0.360 hartree
SMILES   C#C.C=C

---

Run iii
Formula: C4H6
Source: the OMol25 dataset
Level of theory: the ωB97M-V functional and the def2-TZVPD basis

Last column: Löwdin charge in e.
Atoms and positions in Å:
C: -0.68 -0.85 -0.48  0.01
C: -0.62 -1.81 0.38  -0.12
C: 0.35 0.58 -0.69  -0.26
C: 0.38 1.66 0.19  0.02
H: 0.16 -2.00 1.25  0.10
H: -1.53 -2.39 0.51  0.04
H: 1.08 -0.16 -0.52  0.08
H: 0.23 0.88 -1.68  0.06
H: 0.03 2.70 -0.08  0.09
H: 0.60 1.39 1.12  0.00

Lowest unoccupied orbital energy (alpha / beta)   -0.18 / -0.23 eV
Kohn-Sham gap (alpha / beta)   0.298 / 0.296 hartree

---

The most stable arrangement is run i, and the next structure is 15.9 kcal/mol less stable.

---

Run i
Formula: CH6P2S
Source: the OMol25 dataset
Level of theory: the ωB97M-V functional and the def2-TZVPD basis

Last column: Löwdin charge in e.
Atoms and positions in Å:
C: 0.73 0.66 0.26  -0.41
P: -1.70 -0.57 0.13  0.63
P: 1.82 -0.70 -0.08  0.13
S: 3.62 -0.02 0.05  0.11
H: 1.10 1.44 0.96  0.02
H: 0.35 0.96 -0.80  0.01
H: -2.05 -0.90 -1.25  -0.19
H: -2.53 0.61 0.20  -0.20
H: 1.54 -1.89 0.60  -0.03
H: 1.42 -1.02 -1.30  -0.07

Lowest unoccupied orbital energy (alpha / beta)   -1.42 / -1.31 eV
Kohn-Sham gap (alpha / beta)   0.261 / 0.268 hartree

---

Run ii
Formula: CH6P2S
Source: the OMol25 dataset
Level of theory: the ωB97M-V functional and the def2-TZVPD basis

Last column: Löwdin charge in e.
Atoms and positions in Å:
C: -1.81 -0.76 0.49  -0.41
P: -0.64 0.78 0.07  0.44
S: 0.91 -0.69 0.09  0.01
P: 2.52 0.83 0.32  0.38
H: -2.06 -1.16 -0.55  0.04
H: -2.63 -0.81 1.16  0.00
H: -1.04 -1.38 1.05  -0.04
H: -0.52 1.36 -1.31  -0.10
H: 3.71 0.35 -0.59  -0.11
H: 1.56 1.48 -0.73  -0.18

Lowest unoccupied orbital energy   0.35 eV
Kohn-Sham gap   0.315 hartree
SMILES   C[PH]#S#[PH2]

---

The most stable arrangement is run ii, and the next structure is 27.1 kcal/mol less stable.

---

Run i
Formula: C2H4S3
Source: the OMol25 dataset
Level of theory: the ωB97M-V functional and the def2-TZVPD basis

Last column: Löwdin charge in e.
Atoms and positions in Å:
C: -0.57 -0.38 0.80  -0.60
C: 0.64 0.48 0.29  -1.17
H: -1.64 -0.55 -1.90  -0.02
H: -0.35 -1.75 0.68  0.15
H: -1.08 -0.36 2.03  0.16
H: 2.45 0.74 -0.82  -0.10
S: -1.98 0.17 -0.51  0.46
S: 1.99 -0.55 -0.43  0.64
S: 0.56 2.20 -0.13  0.49

Lowest unoccupied orbital energy   -1.07 eV
Kohn-Sham gap   0.281 hartree

---

Run ii
Formula: C2H4S3
Source: the OMol25 dataset
Level of theory: the ωB97M-V functional and the def2-TZVPD basis

Last column: Löwdin charge in e.
Atoms and positions in Å:
C: -1.25 -0.12 -0.25  -1.32
C: 1.75 0.21 0.08  -0.50
S: -0.81 -1.69 -0.18  0.65
S: -2.72 0.67 -0.12  0.76
S: 0.47 1.44 -0.28  0.60
H: 2.52 0.23 -0.70  0.04
H: 1.15 -0.73 0.08  -0.09
H: 2.10 0.45 1.02  -0.02
H: -3.21 -0.46 0.36  -0.12

Lowest unoccupied orbital energy   -0.64 eV
Kohn-Sham gap   0.301 hartree

---

The most stable arrangement is run ii, and the next structure is 53.7 kcal/mol less stable.

---

Run i
Formula: CHF2IO
Source: the OMol25 dataset
Level of theory: the ωB97M-V functional and the def2-TZVPD basis

Last column: Löwdin charge in e.
Atoms and positions in Å:
C: 0.58 0.08 -0.01  -0.71
O: 0.05 1.17 -0.43  0.01
F: 0.22 -0.45 1.24  -0.02
F: 0.34 -0.97 -0.81  0.02
I: -3.01 0.04 0.04  0.48
H: 1.81 0.14 -0.03  0.22

Lowest unoccupied orbital energy (alpha / beta)   -5.06 / -5.10 eV
Kohn-Sham gap (alpha / beta)   0.191 / 0.190 hartree

---

Run ii
Formula: CHF2IO
Source: the OMol25 dataset
Level of theory: the ωB97M-V functional and the def2-TZVPD basis

Last column: Löwdin charge in e.
Atoms and positions in Å:
O: 1.13 -0.45 -0.70  0.14
C: 0.01 -0.79 -0.79  -0.28
F: -0.45 -2.13 -0.68  -0.02
H: -0.81 -0.28 -1.13  0.11
F: -0.15 1.00 1.14  -0.78
I: 0.27 2.65 2.15  0.83

Lowest unoccupied orbital energy   -1.99 eV
Kohn-Sham gap   0.317 hartree
SMILES   O=CF.FI

---

The most stable arrangement is run ii, and the next structure is 63.3 kcal/mol less stable.